# 1
A cluster of 5 separate species, C10H18Br6N2 in total, computed with ωB97M-V/def2-TZVPD.

Geometry as XYZ:
```
36
Properties=species:S:1:pos:R:3:forces:R:3
Br 11.115265 10.594905 15.734940 0.26 -0.52 -0.08
C 11.536485 9.270145 14.335520 0.07 0.44 -0.07
C 10.958815 7.901335 14.642490 -0.38 -0.05 -0.05
Br 11.312765 6.750055 13.113320 0.39 -0.29 0.11
H 12.614225 9.169415 14.207400 0.02 0.16 0.50
H 11.213345 9.809115 13.444910 -0.51 -0.69 -0.05
H 9.881625 7.785145 14.761950 0.10 0.70 -0.01
H 11.421075 7.455545 15.523220 0.17 0.09 -0.21
Br 5.433365 6.363395 5.244980 0.61 -0.31 0.63
C 6.602065 5.847795 6.755660 0.88 0.63 0.39
C 8.084545 6.054965 6.417260 0.03 -0.17 -0.47
Br 9.222525 5.455595 7.971260 -0.72 0.13 -1.04
H 6.444265 4.807845 7.041480 -0.27 0.13 -0.34
H 6.359995 6.491995 7.600950 -0.31 -0.08 -0.18
H 8.423265 7.064965 6.186470 -0.48 0.16 0.55
H 8.330025 5.515935 5.502230 0.29 -0.56 0.43
Br 10.076445 10.401735 7.890070 0.35 -0.89 0.35
C 10.996435 8.854785 8.738910 0.70 -0.03 0.03
C 10.842335 8.848745 10.239930 -0.14 0.62 -0.15
Br 9.045475 8.217755 10.691930 0.36 0.35 0.22
H 12.061465 8.956935 8.530620 -0.11 0.27 -0.21
H 10.693835 7.912165 8.282830 -0.33 0.35 -0.07
H 11.023345 9.860405 10.603070 -0.66 0.11 0.12
H 11.594775 8.274775 10.780760 -0.28 -0.61 -0.45
C 12.741165 4.101445 9.660270 -0.38 0.68 -0.57
C 13.034245 5.493285 9.290350 0.41 0.58 0.21
N 13.267075 6.618995 9.187360 -0.19 -0.77 -0.17
H 12.141815 3.623945 8.885100 0.04 0.04 -0.02
H 12.109625 4.227495 10.539680 0.25 -0.61 0.26
H 13.660115 3.531635 9.797960 -0.18 0.12 0.32
C 15.483625 9.257825 8.668740 -0.22 -0.45 -0.30
C 15.888375 9.714365 7.330100 0.85 1.24 -1.08
N 16.300095 10.094075 6.308490 -0.89 -0.80 1.76
H 14.399755 9.234775 8.781880 0.04 -0.16 -0.29
H 15.847015 9.839705 9.515780 0.41 0.20 -0.44
H 15.863845 8.238365 8.733830 -0.19 -0.04 0.35
```
Forces are in eV/Å.

Its HOMO energy is -9.9 eV. Its orbital gap is 10.0090 eV. The calculation puts the total energy at -15945.3958 a.u. Its SMILES is BrCCBr.BrCCBr.BrCCBr.CC#N.CC#N. The charge is 0. The value obtained for the molecular weight is 645.692 g mol⁻¹.

These are the Löwdin partial charges, in e, on atoms 1 to 5: number 1, Br, carries 0.597; number 2, C, carries -0.696; number 3, C, carries -0.663; number 4, Br, carries 0.634; number 5, H, carries 0.057



# 2
A cluster of 2 separate species, CH2FOS2 in total, computed with ωB97M-V/def2-TZVPD.

Geometry as XYZ:
```
7
Properties=species:S:1:pos:R:3:forces:R:3
C 1.350804 -0.732449 -0.731363 0.70 2.01 2.05
O 2.306825 1.230182 0.581811 0.81 1.15 1.38
F 1.657124 -1.706528 0.168867 0.19 1.62 -0.66
S -3.968783 0.989311 0.470630 -0.06 0.24 -0.54
S 1.519268 0.950904 -0.595516 -0.41 -4.05 -0.67
H -3.696080 0.399668 1.622722 0.12 -0.25 0.49
H 0.830845 -1.131085 -1.517151 -1.36 -0.72 -2.06
```
Forces are in eV/Å.

Its HOMO energy is -2.4 eV. Its orbital gap is 4.5008 eV. The calculation puts the total energy at -1010.7351 a.u. The charge is -1. The value obtained for the molecular weight is 113.158 g mol⁻¹.

These are the Löwdin partial charges, in e, on atoms 1 to 5: number 1, C, carries -0.372; number 2, O, carries -0.582; number 3, F, carries -0.019; number 4, S, carries -0.442; number 5, S, carries 0.927



# 3
A structure of composition C3H5O4Rb, computed with ωB97M-V/def2-TZVPD.

Geometry as XYZ:
```
13
Properties=species:S:1:pos:R:3:forces:R:3
H -0.030975 0.797835 2.114020 1.06 -0.16 -0.76
C -0.119804 -1.233597 2.366489 1.27 -1.82 -0.29
C 0.707364 -0.041623 2.035891 -0.19 -0.10 0.55
O -0.457941 -2.080799 1.550446 -0.17 0.88 0.47
H -0.209093 -1.470985 3.447194 -0.66 0.26 -0.13
H 1.277154 -0.260842 1.119636 -0.84 0.89 -0.15
H 1.469821 0.094988 2.818549 -0.46 0.06 0.04
Rb -0.365184 -2.338441 -1.520940 -0.05 0.99 -0.10
O 0.498684 0.670645 -1.726043 -0.46 0.05 0.03
C -0.420948 0.980750 -2.525616 0.49 -1.64 0.57
O -1.228833 0.195608 -3.062959 -0.16 -0.68 -0.18
O -0.570770 2.297474 -2.828437 0.64 1.39 -0.18
H -0.549475 2.388989 -3.788230 -0.48 -0.11 0.14
```
Forces are in eV/Å.

Its HOMO energy is -7.8 eV. Its orbital gap is 7.3040 eV. The calculation puts the total energy at -442.3831 a.u. The charge is 0. The value obtained for the molecular weight is 190.537 g mol⁻¹.

These are the Löwdin partial charges, in e, on atoms 1 to 5: number 1, H, carries 0.116; number 2, C, carries -0.304; number 3, C, carries -0.040; number 4, O, carries -0.063; number 5, H, carries 0.124



# 4
A structure of composition C45H39GeMnN7O4S2Se3, computed with ωB97M-V/def2-TZVPD.

Geometry as XYZ:
```
102
Properties=species:S:1:pos:R:3:forces:R:3
Mn 10.029576 14.487284 10.546663 0.38 -0.01 0.05
Se 6.019949 21.082031 10.626394 0.07 -0.26 0.21
N 6.515658 19.941693 11.940881 0.25 -0.34 -0.90
C 7.161995 18.967077 11.346372 -0.11 0.27 -0.60
C 7.678006 17.766089 12.012957 -0.48 0.79 0.40
C 7.466617 17.519818 13.372299 0.33 0.46 0.30
C 8.034290 16.390202 13.929903 -0.49 0.41 -0.23
C 8.672407 15.502777 13.077413 0.64 -0.19 0.63
N 8.836909 15.692277 11.782745 -0.22 0.29 0.06
C 8.384122 16.853084 11.262465 -0.05 -0.87 -0.02
C 8.636304 17.014819 9.847075 0.11 -0.49 0.33
N 9.408253 16.029722 9.308211 -0.52 0.81 0.25
C 9.618107 16.100283 8.004786 -0.41 0.60 -0.17
C 9.078458 17.108553 7.184804 0.08 0.16 0.81
C 8.316218 18.124058 7.777369 0.13 -0.78 -0.57
C 8.064923 18.071764 9.152746 0.74 -0.37 -0.70
C 7.312127 19.084816 9.880682 0.24 -1.03 1.27
N 6.758325 20.095397 9.321005 -0.42 1.06 -0.03
H 6.962476 18.295343 13.959525 0.08 -0.48 -0.16
H 7.991129 16.189990 14.989129 -0.02 -0.05 0.05
H 9.181416 14.642425 13.489750 -0.26 0.00 -0.07
H 10.239328 15.325242 7.623032 0.37 -0.35 -0.54
H 9.341167 17.054236 6.132533 -0.30 0.29 0.13
H 7.858572 18.916748 7.202229 0.15 0.06 -0.12
O 10.490757 14.641864 15.920063 -0.44 -0.23 0.22
C 9.715789 13.451216 15.784314 0.61 0.24 -0.33
C 10.493791 12.337695 15.032777 0.34 -0.31 0.63
C 11.473107 11.664330 16.030803 -0.38 -1.38 -0.72
O 12.426071 12.619582 16.413730 -0.17 0.68 -0.81
C 11.316575 12.884207 13.858147 -0.95 0.71 -0.08
Se 10.351753 12.587805 12.129232 0.93 -0.16 -0.39
C 9.511571 11.255733 14.592141 -0.05 0.33 -0.62
Se 8.389616 11.994624 13.131329 -0.57 -0.63 0.70
H 11.339599 14.410415 16.325395 -0.15 -0.11 -0.03
H 8.853167 13.720684 15.190525 -0.23 0.14 -0.12
H 9.298839 13.078160 16.736345 0.47 0.03 -0.07
H 11.955403 10.753314 15.540517 -0.36 1.11 0.41
H 10.887353 11.264869 16.879456 0.25 0.31 -0.11
H 12.790272 12.436419 17.260606 0.47 -0.43 1.05
H 12.233266 12.354570 13.759940 0.69 -0.54 -0.26
H 11.560233 13.948761 13.962507 -0.20 -0.34 0.05
H 8.840808 11.051989 15.403189 -0.45 -0.40 0.43
H 9.999462 10.334962 14.244234 -0.15 0.32 0.08
N 14.690398 7.712336 6.253323 -0.24 0.64 0.54
C 13.966020 8.865856 6.517430 0.71 0.26 -0.54
C 12.579684 8.864181 6.377948 -0.59 0.12 -0.18
C 11.848085 10.032634 6.484375 0.40 -0.18 0.51
C 12.492786 11.221732 6.831483 -1.10 1.12 -0.07
C 13.853273 11.261154 7.027786 0.79 -0.30 -0.08
C 14.583556 10.086664 6.835820 0.33 0.41 0.40
S 11.548321 12.767963 6.903748 0.69 0.36 -0.10
O 12.385035 13.944176 6.881801 -0.04 -1.15 0.07
O 10.468936 12.719263 5.964354 -0.20 -0.57 0.17
N 10.840370 12.828648 8.461300 -0.35 0.34 0.45
C 9.471282 12.555292 8.605679 0.20 0.19 -0.08
S 8.525595 11.364383 7.832473 -0.04 -0.39 -0.34
C 7.181350 11.715466 8.863295 0.72 0.20 -0.21
C 7.547954 12.713077 9.694524 -0.41 0.39 0.07
N 8.815548 13.215660 9.530341 0.22 -0.30 0.22
H 14.228166 7.038517 5.677245 -0.01 -0.26 -0.13
H 15.682123 7.795051 6.107056 -0.06 0.04 -0.01
H 12.057900 7.950269 6.109392 0.10 0.04 0.06
H 10.785643 9.970680 6.361091 -0.37 0.22 -0.20
H 14.371292 12.193392 7.285209 -0.28 -0.40 -0.18
H 15.666848 10.171594 6.936285 -0.24 -0.28 -0.05
H 6.234426 11.218001 8.731172 0.06 0.04 0.12
H 6.925395 13.179877 10.435522 -0.21 0.04 0.13
C 11.283575 13.756156 9.499451 -0.31 -0.47 -0.46
Ge 13.142739 14.009070 10.091434 0.96 -0.60 0.19
C 14.675147 14.221144 8.886263 0.70 -0.03 0.30
C 15.898521 13.525971 9.046868 -1.23 -0.20 0.13
C 16.941746 13.772235 8.159633 -0.28 0.30 0.70
C 16.835404 14.780885 7.208558 0.00 0.23 -0.32
C 15.688869 15.578199 7.124751 -0.23 -0.35 -0.20
C 14.618500 15.248394 7.952581 -0.10 0.64 0.04
C 12.985272 15.673852 11.103406 1.48 0.44 -0.10
C 11.961408 15.807084 12.003563 -1.23 -0.81 0.53
C 11.815232 16.896619 12.839625 -0.59 0.64 0.49
C 12.720953 17.949848 12.750648 0.05 0.37 0.35
C 13.797812 17.844141 11.881329 -0.24 -1.15 -0.61
C 13.958834 16.704798 11.086637 -0.74 -0.42 -0.20
C 13.706608 12.512991 11.340511 -0.33 1.43 -0.47
C 14.476006 12.763765 12.476415 -0.08 0.91 -0.80
C 14.919355 11.745880 13.292370 0.15 0.41 0.17
C 14.569862 10.464650 12.947114 -0.51 -1.63 0.11
C 13.759480 10.189295 11.837252 0.33 -0.49 0.50
C 13.353480 11.220057 11.031034 -0.62 -0.11 -0.67
H 15.948320 12.767549 9.853455 0.26 0.45 -0.67
H 17.872340 13.253422 8.307722 0.22 -0.20 -0.23
H 17.675595 14.926156 6.538031 -0.09 0.20 0.03
H 15.552427 16.401637 6.397828 0.41 -0.64 0.50
H 13.713510 15.855628 7.920317 0.15 -0.13 -0.23
H 11.247393 14.958694 12.179105 0.57 0.73 -0.33
H 10.963404 16.899797 13.545261 0.64 0.21 -0.37
H 12.646394 18.865447 13.354036 -0.20 -0.59 -0.16
H 14.517399 18.618651 11.775229 0.43 0.63 0.16
H 14.805192 16.605734 10.409594 -0.08 0.16 0.15
H 14.753995 13.796983 12.649667 0.04 0.02 0.35
H 15.504961 11.985668 14.176604 -0.02 -0.24 -0.16
H 14.870805 9.608126 13.552439 0.06 0.32 -0.02
H 13.428858 9.175581 11.608094 0.29 0.17 0.16
H 12.727067 11.027435 10.157183 0.12 -0.07 0.17
```
Forces are in eV/Å.

Its HOMO energy (spin up / spin down) is -10.0 / -10.0 eV. Its orbital gap (spin up / spin down) is 7.0584 / 7.0336 eV. The calculation puts the total energy at -13650.8023 a.u. The charge is +1. The value obtained for the molecular weight is 1170.414 g mol⁻¹.

These are the Löwdin partial charges, in e, on atoms 1 to 5: number 1, Mn, carries 0.215; number 2, Se, carries 1.139; number 3, N, carries -0.208; number 4, C, carries -0.313; number 5, C, carries -0.082



# 5
A cluster of 2 separate species, C2H10NS2 in total, computed with ωB97M-V/def2-TZVPD.

Geometry as XYZ:
```
15
Properties=species:S:1:pos:R:3:forces:R:3
C -0.411224 -1.951395 1.417467 2.38 1.70 0.33
N 0.138633 -0.510269 1.159178 1.43 -3.74 -2.38
H 0.156409 -2.621583 0.810000 1.08 -0.56 0.36
H -0.402916 -2.061067 2.505875 0.05 -0.46 -0.49
H -1.328733 -2.060279 0.983543 -2.84 0.36 -0.66
H -0.518207 0.083521 1.487950 -2.36 2.79 1.60
H 0.313099 -0.238990 0.107986 -0.94 -0.86 1.26
H 1.010455 -0.438956 1.633071 0.77 0.40 0.72
C -0.770719 1.944273 -1.271447 0.03 1.05 1.69
S -0.039963 0.387872 -1.738975 1.12 -1.26 -0.10
S 2.097950 0.241413 -1.190133 -2.49 0.37 2.44
H -1.430965 2.241269 -2.090806 0.15 0.03 0.19
H 0.072377 2.632477 -1.172516 -0.34 0.32 -0.22
H -1.338228 1.990578 -0.264623 0.83 -0.49 -1.64
H 2.452028 0.361129 -2.376566 1.11 0.35 -3.10
```
Forces are in eV/Å.

Its HOMO energy is -13.6 eV. Its orbital gap is 9.4869 eV. The calculation puts the total energy at -933.0308 a.u. The charge is +1. The value obtained for the molecular weight is 112.243 g mol⁻¹.

These are the Löwdin partial charges, in e, on atoms 1 to 5: number 1, C, carries 0.048; number 2, N, carries 0.103; number 3, H, carries 0.095; number 4, H, carries 0.115; number 5, H, carries 0.061



# 6
A cluster of 13 separate species, CH24F3O15S in total, computed with ωB97M-V/def2-TZVPD.

Geometry as XYZ:
```
44
Properties=species:S:1:pos:R:3:forces:R:3
C 9.356651 -2.507039 -2.506264 0.41 -0.19 -1.38
F 9.419776 -2.128766 -1.250440 0.57 -0.65 -0.11
F 8.158663 -2.223259 -2.961854 -0.48 0.04 -0.19
F 10.268647 -1.833791 -3.266328 -0.69 -0.98 1.02
S 9.560070 -4.447423 -2.920007 1.32 0.38 -1.51
O 9.069602 -4.555718 -4.305755 0.08 0.32 2.40
O 11.009820 -4.785943 -2.858922 -2.01 0.38 0.14
O 8.841178 -5.196543 -1.864142 0.15 0.65 -1.10
O 6.308908 -4.538802 -1.312486 0.29 -0.13 0.38
H 5.741783 -4.244297 -2.025142 -0.49 0.56 -0.40
H 7.004322 -5.032191 -1.747444 0.08 -0.55 -0.14
O 12.970788 -3.191758 -2.015759 0.38 0.16 0.41
H 13.423686 -2.760104 -2.740180 0.18 0.21 -0.14
H 12.200861 -3.592823 -2.418988 -0.01 -0.06 -0.42
O 5.026406 -2.432365 -2.825205 0.09 -0.31 -0.26
H 5.360075 -1.609929 -2.466753 0.08 0.17 0.10
H 4.100183 -2.441113 -2.583806 -0.31 0.01 0.05
O 13.848746 -5.748988 -4.114474 0.29 0.01 -0.07
H 14.136681 -5.297373 -3.321150 0.15 0.17 0.24
H 12.896635 -5.799307 -4.029832 -0.50 -0.15 -0.21
O 11.259220 -5.953300 -5.605715 0.15 -0.28 0.11
H 10.460427 -5.465483 -5.405224 -0.24 0.15 0.03
H 11.824169 -5.318227 -6.045870 0.28 0.10 -0.23
O 7.907521 -1.634827 -6.302628 -0.17 0.09 0.09
H 8.445587 -2.301235 -5.875295 0.07 -0.25 0.13
H 8.514719 -1.168038 -6.876785 0.12 0.15 -0.19
O 10.127968 -8.126769 -2.570626 -0.04 -0.04 0.09
H 10.028316 -8.671767 -1.790058 -0.09 -0.24 0.19
H 10.777954 -7.469226 -2.322842 0.23 0.27 -0.08
O 6.423906 -2.146619 0.033907 -0.04 0.45 0.28
H 6.499553 -1.253928 -0.303151 0.07 0.33 0.13
H 6.809083 -2.694732 -0.649782 -0.14 -0.58 -0.15
O 11.580788 -5.238146 -0.271652 -0.50 -0.38 0.65
H 12.329949 -5.751069 -0.574795 0.34 -0.03 -0.01
H 11.488550 -4.541125 -0.921172 0.25 0.11 0.10
O 8.378331 -7.995116 -4.756407 -0.66 0.01 -0.33
H 8.832345 -8.144268 -3.927043 0.39 -0.04 0.31
H 8.686432 -7.136950 -5.047718 0.15 0.08 -0.18
O 6.412628 -5.340703 -5.800594 -0.20 0.18 -0.15
H 7.326906 -5.075832 -5.699761 0.17 0.11 0.03
H 6.280171 -6.007348 -5.126589 0.00 -0.35 0.12
O 8.703770 -5.664538 0.730534 -0.68 -0.45 0.80
H 9.622177 -5.882578 0.889315 0.93 0.07 0.13
H 8.678945 -5.381122 -0.183413 0.02 0.49 -0.72
```
Forces are in eV/Å.

Its HOMO energy (spin up / spin down) is -10.9 / -10.9 eV. Its orbital gap (spin up / spin down) is 10.7325 / 3.3914 eV. The calculation puts the total energy at -1878.7196 a.u. As for the expectation value of S²: 0.76. The spin multiplicity is 2. The charge is 0. The value obtained for the molecular weight is 365.249 g mol⁻¹.

These are the Löwdin partial charges, in e, on atoms 1 to 5: number 1, C, carries -0.591; number 2, F, carries 0.196; number 3, F, carries 0.158; number 4, F, carries 0.133; number 5, S, carries 0.704